# 1
28
Properties=species:S:1:pos:R:3 method="wB97M-V/def2-TZVPD" relative_energy_ev=0.138 lumo_energy_ev=0.559 total_energy_ev=-32953.616 smiles="CCOC(=O)C(F)(F)F.CCOC(=O)C(F)(F)F"
F 11.13310 16.62805 -15.56522
F 4.57913 12.79250 -23.17619
F 8.98813 16.78009 -15.88814
F 9.77218 15.28382 -14.50293
F 2.92816 11.58626 -22.39730
F 4.98307 10.86470 -22.21779
O 11.17518 14.53852 -17.21708
O 8.94987 14.48043 -17.23164
O 3.38868 12.39345 -20.01504
O 5.46050 13.08972 -20.49981
C 10.00602 15.92945 -15.66856
C 4.19220 11.95671 -22.19828
C 10.11531 14.90776 -16.80940
C 9.09834 14.55851 -19.62246
C 3.51699 12.75627 -18.63052
C 4.41928 12.61351 -20.80712
C 8.91081 13.66377 -18.43208
C 4.42396 11.79676 -17.87448
H 9.69923 12.91977 -18.30296
H 4.21192 10.76093 -18.13064
H 3.97930 13.74618 -18.56198
H 9.12986 14.00712 -20.56958
H 7.95124 13.16027 -18.38684
H 4.32843 11.99245 -16.80614
H 8.23773 15.22020 -19.72341
H 5.45554 12.03534 -18.12730
H 10.03984 15.10314 -19.67879
H 2.49901 12.83853 -18.26270

=====

# 2
27
Properties=species:S:1:pos:R:3 method="wB97M-V/def2-TZVPD" relative_energy_ev=6.161 lumo_energy_ev=1.239 charge=-1 total_energy_ev=-44011.545
S -2.31732 1.66282 1.88062
S -1.28076 2.30410 -0.88289
F -1.11935 4.77687 -2.27898
O 1.60019 -1.04036 1.41852
O 3.71990 -0.74220 0.21563
O 3.40974 -2.24875 1.84571
O 4.21213 -1.79943 -0.54650
N -2.44044 -0.21946 0.02862
N -3.84093 -1.83431 -0.71721
C 1.30235 0.34878 1.11031
C -3.67244 -0.50580 -0.57781
C 0.56522 2.12374 -0.71055
C -2.03078 1.15020 0.33070
C 1.00466 0.63492 -0.40344
C -2.71124 -2.50592 -0.20953
C 2.91037 -1.36907 1.20758
C -1.82771 -1.43495 0.26583
H 0.97381 2.87561 0.02032
H -2.55030 -3.60189 -0.15046
H 2.09806 1.04851 1.47180
H 0.35859 0.59353 1.67740
H 1.94812 0.45360 -0.99724
H -0.83957 -1.57814 0.76513
H 0.22911 -0.04160 -0.84417
H 3.65235 -1.77609 -1.34927
H -4.33886 0.33546 -0.85263
H 0.98510 2.38985 -1.71749

=====

# 3
22
Properties=species:S:1:pos:R:3 method="wB97M-V/def2-TZVPD" relative_energy_ev=1.833 lumo_energy_ev=0.683 total_energy_ev=-15644.516 smiles="[H]/N=C(/N)NCc1ccc(F)cc1"
F -1.96753 -4.12303 1.08736
N 1.66989 3.07819 -1.37231
N 0.27246 1.29585 -0.55530
N -0.64071 3.45052 -0.92189
C -0.70935 -1.18878 -0.57238
C 0.50416 -1.50302 1.49524
C -1.49525 -2.31900 -0.21802
C -1.29950 -2.90683 1.02559
C 0.36988 -0.89035 0.27855
C -0.28543 -2.52950 1.94166
C 1.26117 0.32506 -0.05560
C 0.48130 2.55450 -1.02405
H 2.27283 2.21170 -1.36335
H -0.59143 1.27221 0.03935
H 2.20749 0.39735 -0.68671
H -0.73258 -0.60424 -1.52188
H 1.74984 0.67889 0.94206
H 1.27238 -1.19123 2.13937
H -2.18326 -2.79726 -0.96045
H -0.25796 4.38907 -1.08692
H -0.41287 -2.90554 2.98348
H -1.48551 3.30544 -1.59383

=====

# 4
29
Properties=species:S:1:pos:R:3 method="wB97M-V/def2-TZVPD" lumo_energy_ev="-5.556 / -6.116" spin_multiplicity=3 charge=+1 total_energy_ev=-83688.305
I 4.63268 0.89791 0.70685
Ni 3.14926 1.80184 2.60979
S -0.80597 -1.18836 2.38463
O 2.03602 -1.92302 -1.51977
O -0.50812 2.88995 0.09445
O 0.30371 -2.05301 1.93623
O -0.55218 2.45594 -2.13209
O -0.35000 -0.16817 3.37439
O 2.55616 2.91826 0.15244
N -0.64064 -0.36543 -0.27592
N 1.31140 0.38541 -1.58897
C -1.44451 -0.17654 0.93920
C -0.27508 2.11807 -0.82069
C 1.29194 0.89392 0.83298
C -1.53224 -0.51193 -1.47262
C 2.59427 1.77151 0.51156
C -1.66398 -2.06089 -1.87377
C 0.36610 0.68308 -0.44828
C 1.74651 -0.79760 -1.50612
H -1.11033 -0.00910 -2.40040
H 0.75690 1.37798 1.70618
H -2.50237 -0.56528 0.76377
H -2.17312 -2.65215 -1.06211
H -1.58997 0.91343 1.24094
H -1.82556 -1.88835 3.01417
H -2.55986 -0.05139 -1.32237
H -2.26271 -2.07149 -2.84135
H -0.64865 -2.49486 -2.13216
H 1.70032 -0.12971 1.12904

=====

# 5
22
Properties=species:S:1:pos:R:3 method="wB97M-V/def2-TZVPD" relative_energy_ev=2.204 lumo_energy_ev="3.049 / 2.080" spin_multiplicity=5 charge=-1 total_energy_ev=-25104.727
Ir -0.53551 -0.94561 0.24028
S 0.14239 0.18198 4.58970
N -2.33555 0.29959 0.45647
N -0.02012 -0.33654 1.87509
C -0.25130 1.95487 0.22961
C -1.27490 1.62647 -0.77549
C 1.35391 -1.53054 -0.35486
C 0.83918 0.93926 -1.55726
C 0.99795 1.50944 -0.22827
C 0.40886 -2.59035 -0.15684
C -0.00574 -0.04528 3.04461
C -0.52559 1.04589 -1.90874
H 0.06806 -3.13961 -1.04449
H -0.96607 0.78721 -2.86456
H 1.95922 1.51441 0.33955
H -2.17359 2.21930 -0.97894
H -0.45997 2.45062 1.19194
H 0.50303 -3.25915 0.73702
H 1.68137 -1.42579 -1.41136
H 1.63541 0.51874 -2.17055
H -3.10661 -0.42311 0.27673
H 2.06558 -1.35179 0.47035

=====

# 6
20
Properties=species:S:1:pos:R:3 method="wB97M-V/def2-TZVPD" relative_energy_ev=1.971 lumo_energy_ev=0.669 total_energy_ev=-11435.782 smiles="C[C@H]1C=N[C@@H]2C=CC=N[C@H]12"
N -0.02697 1.91865 0.47135
N -1.03516 -1.40981 -0.45816
C 2.40599 -0.68349 -0.34532
C -0.83413 1.27282 -0.50240
C 0.94679 1.14835 0.81406
C 1.05435 -0.26651 0.24394
C -0.12304 -0.29822 -0.74853
C -2.91679 0.10353 0.18216
C -2.20070 -1.21791 -0.05084
C -2.27028 1.25676 0.20528
H -2.74987 2.14522 0.55134
H -3.96405 0.14813 0.34640
H 0.79209 -0.81919 1.15157
H 1.66140 1.41504 1.52618
H -2.88394 -2.04124 -0.00087
H 3.15518 -0.90676 0.43171
H 2.83289 0.17337 -0.82684
H 0.11773 -0.47169 -1.84253
H 2.29264 -1.52606 -0.91639
H -0.94755 1.74520 -1.42682

=====

# 7
21
Properties=species:S:1:pos:R:3 method="wB97M-V/def2-TZVPD" relative_energy_ev=3.064 lumo_energy_ev=-0.245 total_energy_ev=-13483.268 smiles="[H]/N=C/[C@]1(C)C(=O)N=CC=C1C"
O -1.34295 2.31765 1.27430
N -1.35617 -1.53007 0.85845
N -1.68742 1.67315 -0.79765
C -1.00078 1.54591 0.39173
C -1.49933 0.80676 -1.74313
C 1.32302 0.89386 1.25221
C 1.46460 -1.24627 -0.84216
C 0.05895 0.40608 0.52476
C 0.35248 -0.31698 -0.70180
C -0.36161 -0.13778 -1.84203
C -0.87932 -0.47960 1.40938
H -0.74531 -0.03664 2.45596
H 1.28843 1.88877 1.54540
H 2.18697 0.72441 0.67553
H -2.21587 0.76649 -2.64540
H 2.27565 -0.80658 -1.44605
H 1.36588 0.24566 2.07932
H -1.85280 -2.10411 1.55346
H 1.73885 -1.75411 0.21460
H -0.22533 -0.72462 -2.73188
H 1.11209 -2.13196 -1.48499

=====

# 8
21
Properties=species:S:1:pos:R:3 method="wB97M-V/def2-TZVPD" relative_energy_ev=5.226 lumo_energy_ev=0.597 total_energy_ev=-13481.106 smiles="Cn1ncc2c1CCCC2=O"
O 1.03261 -0.78114 3.07369
N -1.02769 1.41874 -0.44589
N -1.28758 2.15991 0.67654
C -0.62243 1.51101 1.75896
C -0.02105 0.37247 1.31287
C 0.83605 -0.75244 1.87741
C 0.31455 -0.69645 -1.07464
C 1.44233 -1.36189 -0.53032
C -0.13982 0.31538 -0.15399
C 1.23441 -1.81920 0.86337
C -1.55588 1.82384 -1.72632
H -0.85893 1.68896 2.67104
H -0.37483 -1.61297 -1.26554
H -1.86653 2.74394 -1.40344
H 2.02316 -0.58381 -0.57290
H 0.25142 -2.49713 0.91410
H -1.05724 1.23442 -2.38278
H 1.65513 -2.35017 -1.13977
H -2.74375 1.57458 -1.89638
H 0.60254 -0.03993 -1.95908
H 2.16352 -2.34812 1.40305

=====

# 9
22
Properties=species:S:1:pos:R:3 method="wB97M-V/def2-TZVPD" relative_energy_ev=5.386 lumo_energy_ev=0.092 total_energy_ev=-15528.623 smiles="CCCC(=C=O)OC.N#CC#N"
O -1.09683 -0.40055 -0.89754
O -1.45855 1.82586 1.56642
N -0.40127 1.74503 -3.30168
N -3.77595 0.64196 -2.42543
C -0.90876 1.04972 0.88728
C -0.27329 0.28056 0.03884
C -1.29868 -1.78190 -0.61510
C 1.77898 0.33778 2.30896
C 1.78563 -0.55641 1.10637
C 1.23118 0.11167 -0.15755
C -2.70407 0.98564 -2.68526
C -1.40726 1.27905 -3.00488
H 1.83545 1.11220 -0.25018
H 2.29793 1.24190 2.15257
H 2.35456 -0.00298 3.16473
H -1.95612 -1.70886 0.24173
H 1.46657 -0.44539 -0.96937
H 2.77456 -0.83050 0.93066
H 1.23258 -1.36795 1.46450
H -1.89990 -2.01868 -1.47187
H -0.38125 -2.18941 -0.50040
H 0.80449 0.69126 2.41720

=====

# 10
22
Properties=species:S:1:pos:R:3 method="wB97M-V/def2-TZVPD" relative_energy_ev=4.792 lumo_energy_ev="0.089 / 0.089" total_energy_ev=-15529.217
O -2.78500 -1.34073 -1.22058
O 1.32145 1.45302 -1.23160
N -0.90614 -0.09576 -1.55477
N 0.75234 0.17339 0.62087
C 1.68021 -0.31976 2.57167
C -1.47831 -1.10493 -0.74473
C 0.95899 1.78923 -2.56254
C -0.19011 -0.55441 1.33822
C 0.53605 0.62255 -0.61083
C -1.54378 -0.74980 0.76131
C 0.36082 -0.86316 2.54152
C 1.89310 0.31838 1.39424
H -2.07574 -1.54431 1.28185
H -0.10519 -1.41990 3.32943
H 0.77744 0.87886 -3.13609
H 0.03969 2.37648 -2.56049
H 1.78926 2.36412 -2.96803
H -2.11810 0.17957 0.86139
H 2.36794 -0.40257 3.38885
H 2.74250 0.84572 1.00961
H -3.07294 -0.53248 -1.66254
H -0.94448 -2.07350 -0.84677

=====

Copy entry 1 word for word.
28
Properties=species:S:1:pos:R:3 method="wB97M-V/def2-TZVPD" relative_energy_ev=0.138 lumo_energy_ev=0.559 total_energy_ev=-32953.616 smiles="CCOC(=O)C(F)(F)F.CCOC(=O)C(F)(F)F"
F 11.13310 16.62805 -15.56522
F 4.57913 12.79250 -23.17619
F 8.98813 16.78009 -15.88814
F 9.77218 15.28382 -14.50293
F 2.92816 11.58626 -22.39730
F 4.98307 10.86470 -22.21779
O 11.17518 14.53852 -17.21708
O 8.94987 14.48043 -17.23164
O 3.38868 12.39345 -20.01504
O 5.46050 13.08972 -20.49981
C 10.00602 15.92945 -15.66856
C 4.19220 11.95671 -22.19828
C 10.11531 14.90776 -16.80940
C 9.09834 14.55851 -19.62246
C 3.51699 12.75627 -18.63052
C 4.41928 12.61351 -20.80712
C 8.91081 13.66377 -18.43208
C 4.42396 11.79676 -17.87448
H 9.69923 12.91977 -18.30296
H 4.21192 10.76093 -18.13064
H 3.97930 13.74618 -18.56198
H 9.12986 14.00712 -20.56958
H 7.95124 13.16027 -18.38684
H 4.32843 11.99245 -16.80614
H 8.23773 15.22020 -19.72341
H 5.45554 12.03534 -18.12730
H 10.03984 15.10314 -19.67879
H 2.49901 12.83853 -18.26270